Formula: C29H30AsN5O2S2V
Source: the Open Molecules 2025 dataset
Level of theory: wB97M-V/def2-TZVPD

```
70
Properties=species:S:1:pos:R:3:forces:R:3
V -0.693752 0.095553 -0.333375 0.01 0.05 0.05
C -0.897766 -2.652647 3.173624 0.00 0.01 -0.01
C -1.314895 -1.752500 2.045847 -0.04 -0.03 0.08
N -0.440332 -1.352779 1.173929 -0.05 0.04 -0.07
N 0.835823 -1.889139 1.366670 -0.03 -0.12 0.05
C 1.789066 -1.186185 0.893450 -0.01 0.21 -0.04
S 1.612045 0.347212 0.039759 -0.13 -0.09 -0.01
S 3.445704 -1.717395 1.055441 0.04 -0.06 -0.07
C 3.237633 -3.234944 2.012852 -0.07 0.07 0.05
C 2.768094 -3.071298 3.442660 0.02 -0.11 -0.01
C 2.787209 -1.863327 4.122511 0.01 0.06 0.01
C 2.338101 -1.787972 5.436042 0.01 0.01 -0.04
C 1.872958 -2.921637 6.083108 0.00 -0.04 -0.01
C 1.861780 -4.137825 5.410712 -0.01 0.03 0.02
C 2.303910 -4.208995 4.099752 0.00 0.05 -0.01
C -2.708441 -1.306735 1.959469 -0.05 0.09 -0.04
C -3.711249 -2.026214 2.634404 0.08 0.01 -0.02
C -5.028381 -1.631658 2.613084 -0.03 -0.03 0.02
C -5.386052 -0.470549 1.930297 0.00 0.05 -0.04
C -4.432795 0.257391 1.253234 0.02 -0.08 0.06
C -3.098587 -0.159860 1.239269 0.12 0.00 -0.09
O -2.241278 0.578142 0.521552 0.07 -0.02 0.05
H 0.064113 -2.334794 3.569587 0.00 0.00 0.00
H -0.760621 -3.674434 2.812624 0.00 0.00 0.00
H -1.628985 -2.648783 3.973664 0.00 -0.02 0.01
H 4.221120 -3.708498 1.981050 0.02 0.04 -0.01
H 2.541438 -3.877524 1.474996 0.01 -0.03 -0.02
H 3.144345 -0.969577 3.623515 -0.01 -0.03 0.04
H 2.354579 -0.836451 5.951375 0.00 0.00 0.01
H 1.524685 -2.862209 7.105667 0.00 0.00 0.00
H 1.506852 -5.030958 5.908450 0.00 0.00 0.00
H 2.285752 -5.158827 3.576746 0.00 0.00 0.00
H -3.445271 -2.927079 3.167991 -0.02 -0.01 0.01
H -5.776096 -2.215489 3.131265 0.00 0.00 0.00
H -6.416084 -0.138531 1.926375 0.00 0.00 0.00
H -4.683044 1.160420 0.713470 -0.01 0.00 0.00
N 2.586655 9.708953 -3.868847 0.00 0.00 0.00
C 2.084426 8.701308 -3.644426 -0.01 -0.02 0.01
C 1.455742 7.437558 -3.363080 0.01 0.03 -0.03
C 1.311671 7.013346 -2.045523 0.00 -0.01 0.03
C 0.698419 5.802893 -1.774778 -0.01 0.00 -0.01
C 0.251704 5.018588 -2.827403 -0.02 0.00 0.00
C 0.394475 5.429969 -4.144264 0.00 -0.02 0.02
C 0.992469 6.647616 -4.412362 0.00 0.00 -0.01
N -0.371684 3.765057 -2.550799 0.02 0.01 0.01
C -1.509912 3.262317 -3.145057 0.00 -0.01 -0.01
C -1.732929 2.053939 -2.568529 -0.03 0.01 0.02
N -0.750248 1.808563 -1.634580 0.05 -0.08 0.04
C 0.048798 2.854433 -1.650695 -0.03 0.06 -0.02
H 1.665470 7.638859 -1.238106 0.00 0.00 0.00
H 0.547597 5.480397 -0.753228 0.01 0.01 0.01
H 0.053613 4.795447 -4.951352 0.00 0.01 -0.01
H 1.112636 6.985051 -5.432168 0.00 0.00 0.00
H -2.060921 3.820812 -3.880266 0.00 0.00 0.00
H -2.536974 1.358221 -2.734685 0.00 0.00 -0.01
H 0.933389 2.990687 -1.049896 0.00 -0.03 0.00
C -1.016877 -2.923768 -4.043885 -0.03 0.02 0.01
As 0.069480 -1.976023 -2.794191 0.01 0.01 0.08
C 1.226407 -0.767603 -3.718317 0.00 -0.03 -0.04
C 1.121108 -3.214123 -1.787342 0.00 -0.01 -0.02
O -0.988118 -1.118130 -1.801503 0.05 0.01 -0.06
H -0.391366 -3.489810 -4.731782 0.01 0.00 0.00
H -1.620054 -2.203849 -4.593407 0.00 -0.01 -0.01
H -1.670029 -3.597320 -3.492562 0.01 0.00 0.00
H 1.843516 -1.328859 -4.419373 0.02 0.02 0.01
H 1.853045 -0.265133 -2.983038 -0.01 -0.01 0.01
H 0.622636 -0.039536 -4.257142 -0.02 -0.01 0.01
H 1.545431 -3.951514 -2.468181 0.01 0.01 0.00
H 0.480636 -3.704161 -1.056303 -0.02 0.01 -0.01
H 1.918214 -2.678088 -1.273995 0.01 0.00 -0.01
```
Positions in Å, forces in eV/Å.

Output
* maximum force: 0.211 eV/Å
* energy above the lowest of the compared OMol25 structures with the same formula, charge and spin: 0.0 kcal/mol
* spin multiplicity: 3
* total charge: +1
* gap between HOMO and LUMO (alpha / beta): 8.131 / 8.319 eV